# 1
C14H43BrFNO7Si2 as an isolated structure in a non-equilibrium geometry. Source: the Open Molecules 2025 dataset; level of theory: ωB97M-V/def2-TZVPD.

XYZ file:
```
69
Properties=species:S:1:pos:R:3:nbo_charge:R:1
C 2.290 -0.787 -1.634 -0.65
C 0.710 -0.379 -1.791 -0.23
C -0.125 -1.822 -1.914 -0.64
C 0.340 0.466 -3.147 -0.43
C 0.498 2.093 -3.020 -0.23
C 1.987 2.568 -2.425 -0.65
C -0.718 2.852 -2.226 -0.09
O -1.026 2.317 -0.891 -0.89
Si -2.736 1.816 -0.918 2.14
F -2.881 0.343 -1.946 -0.66
Br -3.169 1.097 1.258 -0.32
O -3.846 3.095 -1.386 -1.22
Si -5.406 2.476 -1.907 1.60
C -5.998 0.884 -0.999 -1.18
C -5.570 2.200 -3.815 -0.69
N -5.033 0.867 -4.303 -0.83
H 2.354 -1.514 -0.690 0.22
H 2.717 -1.427 -2.540 0.22
H 3.004 0.117 -1.376 0.20
H 0.372 0.116 -0.786 0.22
H -1.216 -1.746 -1.482 0.22
H -0.122 -2.203 -3.035 0.21
H 0.512 -2.587 -1.262 0.22
H 0.971 0.025 -4.059 0.22
H -0.795 0.232 -3.430 0.23
H 0.480 2.515 -4.136 0.21
H 2.221 3.586 -3.003 0.21
H 2.851 1.828 -2.722 0.23
H 1.941 2.832 -1.285 0.22
H -1.673 2.779 -2.902 0.18
H -0.456 4.006 -2.073 0.20
H -6.396 3.532 -1.571 -0.20
H -6.208 1.070 0.148 0.26
H -5.311 -0.055 -1.130 0.27
H -7.044 0.589 -1.494 0.27
H -5.115 3.057 -4.474 0.23
H -6.737 2.190 -4.064 0.20
H -5.620 0.654 -5.166 0.35
H -5.324 0.112 -3.623 0.35
C 2.939 -4.185 0.058 -0.25
O 2.664 -3.947 -1.310 -0.73
H 2.444 -3.418 0.659 0.20
H 2.557 -5.169 0.342 0.16
H 4.017 -4.138 0.228 0.16
H 3.115 -4.643 -1.818 0.46
C 2.162 -1.517 2.913 -0.25
O 3.083 -1.521 1.838 -0.73
H 2.110 -2.522 3.341 0.18
H 2.499 -0.815 3.680 0.17
H 1.174 -1.228 2.547 0.17
H 3.107 -0.618 1.479 0.47
C 5.680 -0.760 3.904 -0.24
O 5.204 -0.366 5.178 -0.73
H 5.193 -0.151 3.139 0.18
H 6.761 -0.607 3.855 0.16
H 5.443 -1.813 3.735 0.17
H 5.654 -0.923 5.836 0.46
C 7.220 1.777 7.139 -0.24
O 6.049 2.038 7.890 -0.73
H 8.084 2.172 7.679 0.18
H 7.337 0.699 7.007 0.15
H 7.147 2.268 6.166 0.16
H 5.299 1.677 7.386 0.47
C -6.926 -1.867 1.066 -0.25
O -7.299 -1.920 -0.299 -0.73
H -7.313 -0.944 1.505 0.18
H -7.349 -2.725 1.594 0.17
H -5.836 -1.878 1.147 0.17
H -6.942 -2.748 -0.661 0.46
```

- highest occupied orbital energy (eV) = -9.53
- molar mass (u) = 492.6
- E_LUMO (eV) = 0.20
- F_max (Eh/bohr) = 0.08444
- net charge = 0



# 2
A 4-piece molecular cluster, C30H45Cl6FN3O6 overall in a non-equilibrium geometry. Source: the Open Molecules 2025 dataset; level of theory: ωB97M-V/def2-TZVPD.

XYZ file:
```
91
Properties=species:S:1:pos:R:3:mulliken_charge:R:1
C 6.000 -1.914 0.413 -1.00
C 4.944 -1.719 -0.393 -0.76
C 3.527 -2.079 -0.006 0.72
C 3.177 -3.374 -0.733 -1.09
O 3.931 -4.439 -0.259 -0.30
N 4.626 -5.115 -1.391 0.18
O 4.625 -6.247 -1.244 -0.24
N 1.694 -3.780 -0.654 1.03
C 1.503 -4.935 0.261 -0.02
C 0.890 -6.051 -0.120 -1.00
C 0.847 -2.675 -0.128 -2.07
F -0.447 -3.058 -0.198 -0.47
C 1.117 -1.301 -0.774 1.92
C 1.202 -1.373 -2.304 -1.84
C 0.146 -2.201 -3.063 -0.95
C -1.203 -1.512 -3.332 -0.83
C -2.283 -2.012 -2.404 -0.49
O -3.574 -1.636 -2.898 -0.39
C -4.588 -2.031 -2.101 0.81
C -5.782 -1.121 -2.124 -1.07
O -4.550 -3.031 -1.440 -0.55
N 0.029 -0.468 -0.278 -0.12
C 0.007 0.948 -0.744 0.61
C -1.360 1.344 -1.320 -1.58
C 2.524 -0.895 -0.227 -0.31
O 3.099 0.131 -1.023 -0.47
C 3.715 1.158 -0.326 -0.21
O 4.894 1.254 -0.371 -0.51
C 2.893 2.152 0.423 0.87
C 2.412 1.918 1.711 0.08
C 1.671 2.917 2.326 -0.61
C 1.414 4.117 1.672 -0.77
C 1.902 4.357 0.392 -0.33
C 2.648 3.357 -0.232 -1.01
H 6.756 -1.139 0.459 0.32
H 6.159 -2.824 0.982 0.28
H 5.083 -1.312 -1.386 0.51
H 3.565 -2.299 1.061 0.52
H 3.425 -3.257 -1.790 0.81
H 1.393 -4.126 -1.568 0.53
H 1.870 -4.817 1.270 0.45
H 0.231 -6.536 0.588 0.28
H 1.049 -6.552 -1.068 0.28
H 1.081 -2.592 0.938 0.89
H 2.171 -1.800 -2.570 0.60
H 1.206 -0.380 -2.743 0.89
H -0.040 -3.188 -2.636 0.17
H 0.581 -2.377 -4.047 0.52
H -1.509 -1.812 -4.335 0.55
H -1.106 -0.429 -3.357 0.08
H -2.225 -3.102 -2.380 0.37
H -2.159 -1.695 -1.371 0.29
H -6.650 -1.755 -1.978 0.35
H -5.675 -0.436 -1.288 0.25
H -5.855 -0.599 -3.073 0.32
H 0.144 -0.434 0.730 0.64
H 0.144 1.571 0.139 -0.01
H 0.823 1.198 -1.413 0.05
H -1.315 1.621 -2.370 0.25
H -1.758 2.206 -0.789 0.51
H -2.079 0.544 -1.170 0.21
H 2.326 -0.483 0.764 0.14
H 2.613 0.981 2.210 0.65
H 1.289 2.735 3.321 0.30
H 0.824 4.854 2.197 0.46
H 1.707 5.297 -0.094 0.61
H 3.066 3.505 -1.214 0.72
Cl -2.594 4.220 -2.804 -0.13
C -1.334 5.328 -3.400 -0.45
C -0.041 4.614 -3.702 -0.74
Cl 0.772 4.016 -2.220 0.01
H -1.193 6.106 -2.654 0.31
H -1.717 5.786 -4.310 0.33
H 0.652 5.302 -4.183 0.41
H -0.200 3.766 -4.363 0.29
Cl -3.436 2.751 2.961 -0.09
C -4.786 3.157 4.056 -0.50
C -6.129 2.790 3.483 -0.47
Cl -6.561 3.820 2.095 -0.18
H -4.731 4.221 4.272 0.36
H -4.617 2.605 4.979 0.25
H -6.899 2.936 4.239 0.32
H -6.154 1.753 3.157 0.32
Cl -0.036 1.812 4.836 -0.16
C -1.040 1.426 6.261 -0.42
C -1.397 -0.037 6.317 -0.50
Cl -2.523 -0.448 4.997 -0.16
H -1.934 2.042 6.215 0.21
H -0.466 1.714 7.140 0.34
H -1.902 -0.259 7.256 0.32
H -0.521 -0.674 6.239 0.32
```

- highest occupied orbital energy (eV) = -11.59
- molar mass (u) = 775.4
- E_LUMO (eV) = -3.66
- F_max (Eh/bohr) = 0.04159
- net charge = +1



# 3
A 2-piece molecular cluster, C3H5ClN4O overall in a non-equilibrium geometry. Source: the Open Molecules 2025 dataset; level of theory: ωB97M-V/def2-TZVPD.

XYZ file:
```
14
Properties=species:S:1:pos:R:3:lowdin_spin:R:1
C 0.359 0.925 -1.505 0.01
C 2.606 0.818 -0.718 0.00
C -0.293 1.324 -0.384 0.01
N 1.702 0.759 -1.531 0.00
N -1.146 -1.672 -0.183 0.76
N -0.750 -1.878 0.967 0.90
N -1.427 -1.264 1.874 0.20
O 3.599 0.808 -0.144 0.00
Cl 0.645 1.554 1.039 0.00
H -0.141 0.720 -2.373 0.00
H -1.352 1.431 -0.456 0.00
H -0.534 -2.197 -0.766 0.06
H -2.209 -0.583 1.552 0.04
H -1.061 -0.744 2.629 0.02
```

- highest occupied orbital energy (alpha / beta) (eV) = -6.15 / -8.85
- molar mass (u) = 148.6
- E_LUMO (alpha / beta) (eV) = 0.68 / -2.05
- spin multiplicity = 3
- F_max (Eh/bohr) = 0.13841
- net charge = 0



# 4
C7H12CaN3 as an isolated structure in a non-equilibrium geometry. Source: the Open Molecules 2025 dataset; level of theory: ωB97M-V/def2-TZVPD.

XYZ file:
```
23
Properties=species:S:1:pos:R:3:nbo_charge:R:1
C -3.305 -1.757 -2.226 -1.08
Ca 1.334 -1.060 -0.925 1.47
N 0.681 0.265 -2.580 -1.19
H -3.942 -0.377 -0.620 -0.28
H -3.694 -1.144 -0.943 0.10
H -4.122 -2.398 -2.465 0.17
H -2.329 -2.302 -2.239 0.13
H -3.290 -0.775 -2.767 0.17
H 1.620 0.537 -2.936 0.36
H 0.337 1.019 -2.021 0.41
H 0.051 0.110 -3.361 0.41
N 4.114 -1.210 3.281 -0.45
C 3.223 -0.557 2.894 0.32
C 2.098 0.157 2.328 -0.26
C 1.730 1.474 2.560 -0.32
C 0.659 2.064 1.906 -0.33
C -0.016 1.325 0.941 -0.05
N 0.451 0.094 0.587 -0.92
C 1.317 -0.560 1.441 -0.36
H 2.305 2.026 3.282 0.19
H 0.327 3.085 2.113 0.20
H -0.924 1.660 0.427 0.19
H 1.373 -1.676 1.320 0.13
```

- highest occupied orbital energy (alpha / beta) (eV) = -1.29 / -1.31
- molar mass (u) = 178.3
- E_LUMO (alpha / beta) (eV) = 1.19 / 1.20
- F_max (Eh/bohr) = 0.04810
- net charge = -1